Entry from OMol25: a structure of composition C26H50AlBr2F6NO6P in a non-equilibrium geometry (ωB97M-V/def2-TZVPD).

- Kohn-Sham gap: 0.2473 Ha
- Multiplicity: 1
- Energy relative to the best compared isomer or geometry (same formula, charge and spin): 0.0 kJ/mol
- Net charge: -1
- HOMO energy: -0.1709 Ha

Geometry (Å):
C1 5.186 1.017 1.381
C2 6.300 1.809 2.033
C3 5.981 3.276 2.327
C4 5.073 3.974 1.318
C5 3.682 4.275 1.856
C6 2.778 4.820 0.756
C7 1.637 5.703 1.264
C8 0.218 5.130 1.094
C9 -0.125 4.880 -0.349
C10 -1.378 4.024 -0.583
C11 -1.397 2.648 0.076
C12 -0.276 1.706 -0.355
C13 0.585 1.259 0.813
C14 -0.257 0.495 1.882
Al1 0.362 -1.389 2.348
C15 -1.289 -2.560 2.248
C16 1.051 -1.530 4.283
Br1 2.885 -2.222 4.500
C17 1.018 -0.255 5.112
C18 1.807 0.899 4.558
Br2 -0.842 0.231 5.511
P1 1.839 -2.281 0.677
N1 1.534 -3.824 0.559
O1 1.639 -1.585 -0.812
O2 3.420 -2.140 0.989
H1 4.955 1.362 0.384
H2 5.490 -0.011 1.292
H3 4.295 1.017 1.974
H4 6.531 1.310 2.965
H5 7.181 1.719 1.410
H6 6.916 3.820 2.382
H7 5.529 3.327 3.310
H8 5.002 3.443 0.379
H9 5.513 4.938 1.085
H10 3.227 3.369 2.247
H11 3.778 4.983 2.673
H12 2.394 3.955 0.230
H13 3.407 5.357 0.055
H14 1.795 5.882 2.320
H15 1.633 6.663 0.759
H16 0.158 4.235 1.700
H17 -0.461 5.870 1.502
H18 0.698 4.435 -0.893
H19 -0.324 5.846 -0.802
H20 -2.228 4.580 -0.198
H21 -1.535 3.906 -1.648
H22 -1.390 2.791 1.147
H23 -2.345 2.183 -0.158
H24 -0.746 0.809 -0.745
H25 0.317 2.180 -1.129
H26 0.965 2.167 1.276
H27 1.459 0.720 0.460
H28 -0.317 1.129 2.758
H29 -1.267 0.394 1.504
H30 -1.789 -2.608 3.206
H31 -1.917 -2.145 1.466
H32 -0.945 -3.530 1.922
H33 0.424 -2.234 4.804
H34 1.433 -0.491 6.079
H35 1.895 0.869 3.485
H36 2.807 0.849 4.966
H37 1.399 1.847 4.871
H38 1.227 -4.066 -0.378
H39 0.786 -1.127 -0.846
H40 3.806 -3.004 0.749
C19 -0.520 -7.873 -4.158
C20 -0.922 -6.484 -4.605
O3 -1.782 -5.850 -3.641
C21 -1.167 -5.309 -2.588
O4 0.006 -5.298 -2.376
C22 -2.210 -4.640 -1.673
F1 -3.283 -5.442 -1.492
F2 -2.658 -3.500 -2.250
F3 -1.691 -4.351 -0.494
H41 -1.404 -8.476 -3.950
H42 0.066 -8.363 -4.935
H43 0.078 -7.834 -3.249
H44 -1.505 -6.531 -5.522
H45 -0.052 -5.856 -4.792
C23 -6.407 -2.133 -2.105
C24 -5.793 -2.299 -3.476
O5 -6.713 -1.900 -4.519
C25 -6.807 -0.602 -4.757
O6 -6.217 0.284 -4.213
C26 -7.798 -0.370 -5.916
F4 -8.916 -1.098 -5.753
F5 -7.228 -0.730 -7.082
F6 -8.137 0.918 -5.990
H46 -7.350 -2.678 -2.041
H47 -5.728 -2.513 -1.343
H48 -6.614 -1.085 -1.891
H49 -5.575 -3.347 -3.670
H50 -4.863 -1.743 -3.569

Let us look at the Mulliken charges, expressed in e, one per atom: atom 1 (C): -0.821, atom 2 (C): -0.594, atom 3 (C): -0.805, atom 4 (C): -0.778, atom 5 (C): -0.219, atom 6 (C): -0.501, atom 7 (C): -1.158, atom 8 (C): -0.472, atom 9 (C): -0.415, atom 10 (C): -1.548, atom 11 (C): -0.778, atom 12 (C): -0.947, atom 13 (C): 0.459, atom 14 (C): -1.051, atom 15 (Al): -0.770, atom 16 (C): -1.027, atom 17 (C): -0.397, atom 18 (Br): -0.231, atom 19 (C): -0.446, atom 20 (C): -0.909, atom 21 (Br): -0.195, atom 22 (P): 0.920, atom 23 (N): -0.834, atom 24 (O): -0.551, atom 25 (O): -0.393, atom 26 (H): 0.324, atom 27 (H): 0.466, atom 28 (H): -0.033, atom 29 (H): 0.310, atom 30 (H): 0.336, atom 31 (H): 0.314, atom 32 (H): 0.379, atom 33 (H): 0.427, atom 34 (H): 0.398, atom 35 (H): -0.262, atom 36 (H): 0.414, atom 37 (H): 0.238, atom 38 (H): 0.607, atom 39 (H): 0.503, atom 40 (H): 0.296, atom 41 (H): 0.155, atom 42 (H): 0.404, atom 43 (H): 0.326, atom 44 (H): 0.459, atom 45 (H): 0.443, atom 46 (H): 0.351, atom 47 (H): 0.464, atom 48 (H): 0.492, atom 49 (H): 0.365, atom 50 (H): 0.551, atom 51 (H): -0.755, atom 52 (H): 0.701, atom 53 (H): 0.381, atom 54 (H): 0.850, atom 55 (H): 0.358, atom 56 (H): 0.246, atom 57 (H): 0.223, atom 58 (H): 0.643, atom 59 (H): 0.601, atom 60 (H): -0.254, atom 61 (H): 0.582, atom 62 (H): 0.396, atom 63 (H): 0.140, atom 64 (H): 0.339, atom 65 (H): 0.284, atom 66 (C): -1.109, atom 67 (C): -0.242, atom 68 (O): -0.311, atom 69 (C): 0.299, atom 70 (O): -0.513, atom 71 (C): 0.963, atom 72 (F): -0.281, atom 73 (F): -0.260, atom 74 (F): -0.182, atom 75 (H): 0.306, atom 76 (H): 0.367, atom 77 (H): 0.319, atom 78 (H): 0.319, atom 79 (H): 0.331, atom 80 (C): -1.141, atom 81 (C): -0.125, atom 82 (O): -0.316, atom 83 (C): 0.345, atom 84 (O): -0.508, atom 85 (C): 0.884, atom 86 (F): -0.247, atom 87 (F): -0.254, atom 88 (F): -0.237, atom 89 (H): 0.315, atom 90 (H): 0.370, atom 91 (H): 0.315, atom 92 (H): 0.272, atom 93 (H): 0.321